{"formula": "C2H7S2", "method": "ωB97M-V/def2-TZVPD", "species": ["S", "H", "C", "C", "S", "H", "H", "H", "H", "H", "H"], "xyz": [[0.624, -2.842, -0.746], [-0.089, -2.315, -1.805], [0.936, 0.522, 0.416], [-0.493, 1.130, 0.119], [-1.847, 0.091, 0.987], [1.267, 0.786, 1.405], [0.820, -0.542, 0.235], [1.776, 0.701, -0.218], [-0.879, 1.194, -1.014], [-0.302, 2.246, 0.395], [-1.812, -0.970, 0.226]], "total_energy_ha": -876.76659, "max_force_ev_per_a": 2.82, "charge": -1, "e_homo_ev": -2.70, "de_lowest_kcal_mol": 27.2, "homo_lumo_gap_ha": 0.2269}

=====

{"formula": "C19H15BrF4FeN5O2P", "method": "ωB97M-V/def2-TZVPD", "species": ["Fe", "F", "C", "C", "F", "C", "F", "C", "P", "C", "C", "C", "C", "C", "C", "C", "C", "C", "C", "C", "C", "C", "Br", "C", "F", "H", "H", "H", "H", "H", "H", "H", "H", "H", "H", "N", "N", "C", "N", "N", "N", "O", "O", "H", "H", "H", "H", "H"], "xyz": [[-1.109, 0.029, 1.108], [3.487, 5.793, -0.081], [3.405, 4.493, -0.105], [4.548, 3.715, -0.227], [5.723, 4.274, -0.317], [4.429, 2.331, -0.265], [5.523, 1.595, -0.380], [3.199, 1.687, -0.198], [3.179, -0.136, -0.258], [3.912, -0.616, 1.319], [3.154, -0.468, 2.484], [3.731, -0.732, 3.713], [5.053, -1.158, 3.785], [5.797, -1.339, 2.627], [5.234, -1.060, 1.390], [4.146, -0.660, -1.655], [4.293, 0.171, -2.781], [5.076, -0.252, -3.834], [5.662, -1.517, -3.816], [5.499, -2.353, -2.709], [4.699, -1.954, -1.658], [2.059, 2.491, -0.056], [0.242, 1.831, 0.054], [2.162, 3.874, -0.015], [1.067, 4.603, 0.102], [2.109, -0.178, 2.425], [3.147, -0.627, 4.617], [5.506, -1.356, 4.747], [6.822, -1.680, 2.680], [5.842, -1.141, 0.501], [3.810, 1.139, -2.825], [5.242, 0.412, -4.672], [6.242, -1.855, -4.664], [5.990, -3.316, -2.678], [4.491, -2.646, -0.851], [-3.541, -0.261, 0.770], [-3.881, -1.574, 0.355], [-2.913, -2.436, 0.008], [-3.139, -3.669, -0.370], [-1.703, -1.865, 0.143], [-0.515, -2.431, -0.014], [-0.306, -3.520, -0.463], [0.376, -1.636, 0.390], [-4.082, -0.041, 1.605], [-3.830, 0.401, 0.050], [-4.856, -1.847, 0.334], [-4.069, -4.064, -0.435], [-2.362, -4.270, -0.612]], "total_energy_ha": -5734.61936, "s2": 8.775, "max_force_ev_per_a": 2.37, "charge": 3, "e_homo_ev": [-16.82, -17.02], "homo_lumo_gap_ha": [0.2292, 0.2087], "multiplicity": 6}

=====

charge of number 1 (C2H7S2)?
-1

=====

Please write out number 1 again, unchanged.
{"formula": "C2H7S2", "method": "ωB97M-V/def2-TZVPD", "species": ["S", "H", "C", "C", "S", "H", "H", "H", "H", "H", "H"], "xyz": [[0.624, -2.842, -0.746], [-0.089, -2.315, -1.805], [0.936, 0.522, 0.416], [-0.493, 1.130, 0.119], [-1.847, 0.091, 0.987], [1.267, 0.786, 1.405], [0.820, -0.542, 0.235], [1.776, 0.701, -0.218], [-0.879, 1.194, -1.014], [-0.302, 2.246, 0.395], [-1.812, -0.970, 0.226]], "total_energy_ha": -876.76659, "max_force_ev_per_a": 2.82, "charge": -1, "e_homo_ev": -2.70, "de_lowest_kcal_mol": 27.2, "homo_lumo_gap_ha": 0.2269}

=====

Among the records above, which one has the lowest charge?
C2H7S2

=====

The lowest charge belongs to which entry?
C2H7S2